Record 1
A single C5H10OP2 molecule, computed with wB97M-V/def2-TZVPD.

Each line ends with the Mulliken charge.
Geometry (Å):
1 C 4.019 -0.952 0.015  0.114
2 C 3.077 -0.226 0.091  -0.729
3 C 1.856 0.592 -0.048  -0.446
4 C 0.608 -0.244 -0.121  -0.894
5 C -0.569 0.549 0.066  -0.578
6 P -2.018 -0.557 -0.378  0.410
7 O -2.045 -1.902 0.226  -0.613
8 P -3.900 0.583 0.089  -0.134
9 H 4.818 -1.605 0.074  0.466
10 H 1.681 1.109 0.927  0.273
11 H 1.773 1.412 -0.845  0.297
12 H 0.617 -0.781 -1.083  0.386
13 H 0.731 -1.104 0.503  0.421
14 H -0.835 0.819 1.110  0.419
15 H -0.568 1.437 -0.551  0.373
16 H -2.090 -0.550 -1.785  0.106
17 H -3.194 1.670 0.496  0.036
18 H -3.963 -0.250 1.214  0.094

Properties
**HOMO level**: -9.56 eV
**Structure (SMILES)**: C#CCCC[P@@H](=O)P
**E_LUMO**: 0.7587 eV
**Relative energy (zero: lowest compared OMol25 entry of this formula, charge and spin)**: 223.2 kJ/mol
**HOMO-LUMO gap**: 10.319 eV

Record 2
C5H10OS as an isolated structure, computed with wB97M-V/def2-TZVPD.

Each line ends with the Mulliken charge.
Geometry (Å):
1 C -1.114 1.837 0.836  -0.027
2 C -0.816 2.826 0.198  0.023
3 C -1.568 0.772 1.645  -1.378
4 C 2.005 -1.040 -1.865  -0.917
5 C 1.676 -0.581 -0.523  0.490
6 O 2.076 0.674 -0.209  -0.450
7 S 0.864 -1.484 0.568  -0.337
8 H -3.717 -1.167 -2.818  0.071
9 H -0.627 3.715 -0.346  0.390
10 H -2.135 0.086 1.123  0.377
11 H -2.231 1.201 2.307  0.336
12 H -0.851 0.098 2.053  0.289
13 H 1.146 -0.731 -2.543  0.239
14 H 1.988 -2.184 -1.809  0.300
15 H 2.944 -0.676 -2.198  0.311
16 H 1.649 0.979 0.663  0.350
17 H -3.555 -1.417 -2.060  -0.070

Properties
**HOMO level**: -8.86 eV
**E_LUMO**: 0.4713 eV
**Relative energy (zero: lowest compared OMol25 entry of this formula, charge and spin)**: 342.4 kJ/mol
**HOMO-LUMO gap**: 9.333 eV

Record 3
A 2-piece molecular cluster, C5H10OS overall, computed with wB97M-V/def2-TZVPD.

Each line ends with the Mulliken charge.
Geometry (Å):
1 C -0.086 0.589 1.148  -1.027
2 C -1.290 -1.692 1.225  -0.716
3 C -0.003 0.399 -0.088  1.016
4 C -1.161 0.466 -1.087  -1.137
5 C 1.326 0.107 -0.728  -1.379
6 O -0.696 -3.016 -0.845  -0.520
7 S -1.824 -2.431 -0.134  0.278
8 H -1.051 0.841 1.682  0.361
9 H 0.812 0.503 1.778  0.336
10 H -1.907 -1.219 1.852  0.513
11 H -0.299 -1.892 1.561  0.379
12 H -1.502 1.571 -1.067  0.320
13 H -2.033 -0.193 -0.801  0.214
14 H -0.777 0.101 -1.989  0.400
15 H 2.110 -0.397 -0.109  0.320
16 H 1.843 1.081 -1.015  0.329
17 H 1.382 -0.376 -1.739  0.314

Properties
**HOMO level**: -8.81 eV
**E_LUMO**: 0.1793 eV
**Relative energy (zero: lowest compared OMol25 entry of this formula, charge and spin)**: 330.7 kJ/mol
**HOMO-LUMO gap**: 8.992 eV

Record 4
A single C5H10OS molecule, computed with wB97M-V/def2-TZVPD.

Each line ends with the Mulliken charge.
Geometry (Å):
1 C -2.607 -0.326 -1.698  -0.839
2 S -1.500 -1.109 -0.520  -0.076
3 C -0.087 0.021 -0.560  -0.819
4 C 0.068 0.888 0.683  -0.562
5 C 1.113 0.324 1.666  -0.637
6 C 2.511 0.453 1.099  0.016
7 O 2.756 0.937 0.022  -0.464
8 H -2.117 -0.261 -2.659  0.280
9 H -3.446 -1.011 -1.813  0.314
10 H -2.917 0.648 -1.347  0.286
11 H -0.180 0.690 -1.413  0.368
12 H 0.798 -0.539 -0.860  0.401
13 H -0.872 1.024 1.193  0.376
14 H 0.390 1.891 0.404  0.332
15 H 1.092 0.793 2.650  0.367
16 H 0.948 -0.757 1.687  0.264
17 H 3.360 0.033 1.662  0.393

Properties
**HOMO level**: -8.52 eV
**Structure (SMILES)**: CSCCCC=O
**E_LUMO**: 0.9569 eV
**Relative energy (zero: lowest compared OMol25 entry of this formula, charge and spin)**: 60.6 kJ/mol
**HOMO-LUMO gap**: 9.472 eV